Record 1
90
Properties=species:S:1:pos:R:3 method="wB97M-V/def2-TZVPD" homo_energy_ev=-10.94 lumo_energy_ev=0.17
O 1.339 0.898 1.662
B 1.696 1.685 0.604
O 3.020 1.948 0.256
B 3.239 3.133 -0.420
O 2.278 4.131 -0.426
B 0.998 3.743 -0.051
C 0.005 4.817 0.524
C -1.468 4.439 0.439
O -1.729 3.897 -0.845
C -1.929 3.498 1.557
F -1.739 2.197 1.252
F -1.285 3.729 2.724
F -3.263 3.662 1.811
O 0.733 2.384 -0.135
H 1.573 -0.030 1.586
H 4.241 3.296 -1.037
H 0.282 4.988 1.569
H 0.146 5.764 -0.003
H -2.079 5.344 0.554
H -2.554 3.404 -0.826
C -2.746 -1.140 1.655
Cl -3.939 -2.027 0.704
Cl -3.161 -1.123 3.368
Cl -1.121 -1.775 1.419
H -2.740 -0.113 1.313
C -4.911 -5.037 5.073
Cl -5.075 -6.766 4.749
Cl -4.346 -4.170 3.651
Cl -6.444 -4.372 5.647
H -4.178 -4.915 5.858
C 2.435 -2.801 0.220
Cl 2.467 -1.319 -0.734
Cl 2.345 -2.424 1.941
Cl 1.098 -3.839 -0.276
H 3.356 -3.342 0.046
C 4.712 -0.482 -4.379
Cl 6.338 0.071 -3.977
Cl 4.336 -1.983 -3.543
Cl 3.515 0.761 -4.003
H 4.675 -0.670 -5.444
C 6.237 -3.539 3.584
Cl 7.912 -2.995 3.595
Cl 5.211 -2.436 4.501
Cl 5.650 -3.722 1.930
H 6.195 -4.509 4.060
C -3.340 6.049 4.461
Cl -2.517 7.094 3.297
Cl -2.351 5.822 5.899
Cl -4.916 6.724 4.881
H -3.498 5.085 4.001
C 1.514 5.898 -4.022
Cl 3.249 6.078 -3.777
Cl 0.891 4.560 -3.066
Cl 0.661 7.397 -3.626
H 1.338 5.690 -5.069
C 6.464 -5.217 -2.778
Cl 7.589 -6.362 -2.053
Cl 5.636 -4.283 -1.523
Cl 7.290 -4.159 -3.915
H 5.714 -5.779 -3.320
C 1.633 -3.948 -5.901
Cl 2.325 -2.902 -7.147
Cl 2.901 -4.762 -4.991
Cl 0.587 -3.029 -4.822
H 1.035 -4.705 -6.391
C -3.996 10.328 6.233
Cl -3.147 11.292 5.025
Cl -2.989 10.070 7.657
Cl -5.533 11.074 6.672
H -4.208 9.362 5.797
C -8.921 -7.425 4.449
Cl -9.154 -9.157 4.208
Cl -8.408 -6.644 2.958
Cl -10.386 -6.675 5.085
H -8.133 -7.291 5.179
C 1.104 -7.791 -3.180
Cl 2.493 -7.024 -2.411
Cl 0.233 -8.822 -2.048
Cl 0.034 -6.570 -3.865
H 1.476 -8.411 -3.984
C -0.106 9.398 -0.355
Cl 1.454 9.936 0.258
Cl -1.051 8.613 0.918
Cl -1.008 10.742 -1.053
H 0.072 8.670 -1.134
C -0.662 -8.317 -7.740
Cl -2.349 -7.817 -7.705
Cl 0.391 -6.962 -8.164
Cl -0.183 -9.015 -6.192
H -0.548 -9.076 -8.500

Record 2
85
Properties=species:S:1:pos:R:3 method="wB97M-V/def2-TZVPD" homo_energy_ev="-15.45 / -15.77" total_charge=+3 lumo_energy_ev="-10.20 / -9.85"
Pb -0.545 -0.745 -0.867
C 0.351 5.629 1.080
C 1.080 4.281 1.048
C 0.652 3.327 2.149
C 1.102 3.628 3.426
C 0.841 2.806 4.509
C 0.170 1.606 4.320
C -0.267 1.231 3.064
C -1.058 -0.045 2.929
C -2.572 0.172 2.897
C -0.077 2.118 1.967
N -0.662 1.734 0.761
C -1.242 2.682 0.045
C -1.763 2.417 -1.222
C -2.467 3.329 -2.081
C -2.775 2.638 -3.209
C -2.247 1.311 -3.015
N -1.642 1.185 -1.846
H 0.688 6.271 0.267
H 0.547 6.148 2.018
H -0.733 5.519 1.002
H 2.148 4.465 1.184
H 0.985 3.827 0.062
H 1.668 4.540 3.576
H 1.167 3.096 5.500
H -0.031 0.961 5.168
H -0.801 -0.694 3.770
H -0.744 -0.579 2.033
H -2.906 0.693 3.794
H -3.103 -0.781 2.848
H -2.866 0.773 2.034
H -1.396 3.679 0.443
H -2.702 4.356 -1.844
H -3.307 2.987 -4.080
H -2.317 0.480 -3.706
C -0.295 -2.787 -3.820
O 0.485 -2.228 -2.749
C 1.793 -1.811 -3.151
C 1.836 -0.341 -3.444
O 1.517 0.336 -2.223
C 1.594 1.761 -2.354
H 0.231 -3.640 -4.247
H -0.480 -2.046 -4.600
H -1.237 -3.117 -3.392
H 2.130 -2.395 -4.009
H 2.465 -2.034 -2.318
H 1.122 -0.057 -4.224
H 2.838 -0.063 -3.784
H 2.605 2.061 -2.636
H 1.336 2.192 -1.388
H 0.890 2.116 -3.108
N -6.608 -3.208 -3.254
C -5.517 -3.228 -2.501
N -5.257 -4.293 -1.738
N -4.736 -2.150 -2.550
C -3.622 -1.977 -1.964
N -2.591 -1.700 -1.484
H -7.271 -3.964 -3.271
H -6.790 -2.392 -3.815
H -5.882 -5.081 -1.690
H -4.460 -4.291 -1.126
N 2.576 -0.801 1.080
C 3.324 0.214 1.478
C 3.597 0.396 2.877
C 4.398 1.423 3.268
C 4.941 2.300 2.305
C 4.662 2.144 0.926
C 3.866 1.126 0.505
H 2.202 -1.488 1.724
H 2.446 -0.998 0.099
H 3.171 -0.293 3.596
H 4.625 1.568 4.315
H 5.583 3.110 2.627
H 5.092 2.834 0.213
H 3.637 0.974 -0.543
N 0.712 -6.521 1.033
C 1.066 -5.212 1.553
C 0.418 -4.142 0.699
O 0.669 -2.952 0.787
O -0.495 -4.597 -0.136
H 1.451 -6.939 0.483
H -0.455 -5.585 -0.015
H 0.463 -7.171 1.765
H 2.136 -5.012 1.626
H 0.644 -5.084 2.552